1.
12
Properties=species:S:1:pos:R:3:lowdin_charge:R:1 method="wB97M-V/def2-TZVPD" gap_ev="8.14 / 7.75" de_lowest_kcal_mol=132.08 homo_ha="-0.5162 / -0.5321" mol_weight_g_mol=110.1 charge=+1 lumo_ha="-0.217 / -0.247" total_energy_ev=-10611.1311
C 0.77272 0.92910 -0.98331 0.268
C 0.52962 3.04957 0.85523 -0.051
C 0.11409 0.19185 -0.17348 -0.355
N 1.43986 5.13509 0.43164 0.351
N 0.02418 2.11598 1.55212 0.114
N 0.92777 4.20839 0.75721 0.009
N -0.22733 0.94222 1.23148 0.083
N -0.18144 -1.11977 -0.05548 0.116
H 1.35431 1.81736 -1.00920 0.038
H -0.82770 0.33881 1.81831 0.180
H 0.50375 -1.72816 -0.51869 0.136
H -1.13246 -1.34521 -0.26451 0.110


2.
9
Properties=species:S:1:pos:R:3:lowdin_charge:R:1 method="wB97M-V/def2-TZVPD" gap_ev=7.04 de_lowest_kcal_mol=10.45 homo_ha=-0.0914 mol_weight_g_mol=70.1 charge=-1 lumo_ha=0.167 total_energy_ev=-6710.3342
C -0.43690 0.38415 -0.04271 -0.495
C -1.69051 -0.21793 0.14928 -0.101
C 0.94251 0.41044 -0.36075 -0.219
N 0.20025 1.57127 0.23817 0.044
O 2.20769 -0.72694 0.11294 -0.214
H -2.60015 0.43052 0.32210 -0.002
H -1.95345 -1.27686 -0.00591 -0.024
H 1.93173 -1.20447 0.86065 -0.050
H 1.39883 0.62981 -1.27376 0.062


3.
9
Properties=species:S:1:pos:R:3:lowdin_charge:R:1 method="wB97M-V/def2-TZVPD" gap_ev=9.22 de_lowest_kcal_mol=29.52 homo_ha=-0.5482 mol_weight_g_mol=70.1 charge=+1 lumo_ha=-0.209 total_energy_ev=-6703.3903
C -0.84144 -0.89694 0.14191 0.163
N 0.24438 -0.35205 0.55396 0.038
C 0.91931 0.86373 0.15458 -0.020
C 0.39440 1.24520 -0.98432 -0.106
O -0.36983 1.07030 -1.81077 0.282
H -1.36865 -1.83860 0.45684 0.152
H -1.45783 -0.41875 -0.65765 0.125
H 0.80107 -0.90273 1.24648 0.204
H 1.67859 1.22984 0.89897 0.162


4.
9
Properties=species:S:1:pos:R:3:lowdin_charge:R:1 method="wB97M-V/def2-TZVPD" gap_ev=10.50 de_lowest_kcal_mol=36.18 homo_ha=-0.5838 mol_weight_g_mol=70.1 charge=+1 lumo_ha=-0.198 total_energy_ev=-6703.1012
C -0.06897 0.87342 -1.55101 0.333
N 0.59250 0.37450 -0.77968 0.112
C 0.65321 -0.34065 0.35400 -0.121
C -0.76981 -0.41206 0.84352 -0.218
O -1.67614 0.09285 0.29381 0.141
H -0.35542 1.32288 -2.55925 0.196
H 1.04129 0.32903 1.09388 0.151
H 1.32689 -1.29326 0.39245 0.210
H -0.74354 -0.94671 1.91228 0.196


5.
9
Properties=species:S:1:pos:R:3:lowdin_charge:R:1 method="wB97M-V/def2-TZVPD" gap_ev="9.91 / 6.69" de_lowest_kcal_mol=156.59 homo_ha="-0.6234 / -0.5327" mol_weight_g_mol=70.1 charge=+1 lumo_ha="-0.259 / -0.287" total_energy_ev=-6697.8798
C -0.47693 1.15625 0.26691 0.070
C 1.19720 0.00197 -0.46384 0.039
C -0.88619 -0.25950 0.30401 -0.057
N 0.39692 -0.97261 -0.14319 0.134
O 0.69981 1.23853 -0.15134 0.149
H -0.97941 2.10199 0.40302 0.182
H 3.13649 -2.15174 -1.09073 0.117
H -1.29323 -0.56334 1.25109 0.150
H -1.79466 -0.55153 -0.37594 0.216


6.
9
Properties=species:S:1:pos:R:3:lowdin_charge:R:1 method="wB97M-V/def2-TZVPD" gap_ev=11.02 de_lowest_kcal_mol=40.06 homo_ha=-0.5676 mol_weight_g_mol=70.1 charge=+1 lumo_ha=-0.163 total_energy_ev=-6702.9331
C -1.58733 1.11359 -0.93611 0.110
C 2.35319 -1.23841 0.30511 0.154
C -1.17841 0.54662 0.14223 -0.158
N 1.49888 -1.00434 0.95384 0.204
O -0.85309 -0.08728 1.08974 0.205
H -2.50141 0.62990 -1.42484 0.151
H -1.23854 2.16203 -1.01341 0.121
H 3.28845 -1.51116 -0.07603 0.108
H 0.21827 -0.61095 0.95949 0.105


7.
9
Properties=species:S:1:pos:R:3:lowdin_charge:R:1 method="wB97M-V/def2-TZVPD" gap_ev=9.76 de_lowest_kcal_mol=20.68 homo_ha=-0.6162 mol_weight_g_mol=70.1 charge=+1 lumo_ha=-0.257 total_energy_ev=-6703.7735
C -0.36591 -0.19347 -0.66307 -0.082
C 0.25093 -0.59267 0.59021 0.013
C -0.36325 1.23299 -0.95822 -0.185
N -0.36283 2.34161 -1.21685 0.228
O 0.68215 0.24662 1.41343 0.277
H -1.40432 -0.57119 -0.70002 0.179
H 0.33549 -1.67248 0.76992 0.185
H 0.12844 -0.73939 -1.48560 0.175
H 1.09931 -0.05201 2.25019 0.209


8.
9
Properties=species:S:1:pos:R:3:lowdin_charge:R:1 method="wB97M-V/def2-TZVPD" gap_ev=11.36 de_lowest_kcal_mol=27.09 homo_ha=-0.6147 mol_weight_g_mol=70.1 charge=+1 lumo_ha=-0.197 total_energy_ev=-6703.4954
C 2.47125 0.80269 -0.42382 0.065
C -1.83743 -1.26062 -0.46958 0.342
C -0.26191 0.29003 0.60701 -0.090
N -1.16320 -0.39988 -0.11616 0.078
O 3.34459 0.95365 -1.16990 0.069
H -0.58097 0.53091 1.69461 0.171
H -2.58913 -1.91168 -1.01776 0.183
H -0.10463 1.28619 0.26892 0.087
H 0.72145 -0.29128 0.62668 0.096


The lowest charge belongs to which entry? number 2